Entry 1:
Entry from the OMol25 dataset: a molecular structure, C26H48Cl3MgN6O3Si (ωB97M-V/def2-TZVPD).

CARTESIAN COORDINATES (ANGSTROEM)
C (2.96, -1.14, -2.96)
C (2.23, 0.14, -3.17)
H (3.21, -1.64, -3.90)
H (2.38, -1.83, -2.33)
H (3.90, -0.95, -2.41)
C (1.92, 0.65, -4.38)
C (2.30, 0.06, -5.70)
H (1.37, 1.59, -4.44)
H (2.66, -0.97, -5.64)
H (3.07, 0.66, -6.19)
H (1.43, 0.07, -6.36)
Mg (0.00, -0.71, 0.42)
Cl (1.91, 0.31, 1.49)
Cl (-0.43, -3.04, 0.26)
H (-2.27, -1.02, 5.62)
H (0.17, -1.73, 6.37)
C (-2.10, -1.66, 4.74)
C (0.21, -2.31, 5.44)
N (-0.68, -1.73, 4.44)
H (-2.64, -1.27, 3.88)
C (-0.20, -1.33, 3.26)
O (-0.90, -0.89, 2.32)
H (1.23, -2.31, 5.05)
H (0.91, -1.38, 3.15)
H (-2.47, -2.66, 5.01)
H (-0.10, -3.34, 5.67)
H (-0.18, -1.71, -3.17)
H (-1.46, 0.42, -4.34)
C (-1.18, -1.95, -2.77)
C (-2.32, -0.09, -3.89)
N (-1.96, -0.73, -2.63)
H (-1.08, -2.44, -1.80)
C (-2.35, -0.16, -1.48)
O (-1.92, -0.43, -0.34)
H (-3.11, 0.64, -3.69)
H (-3.15, 0.59, -1.62)
H (-1.70, -2.61, -3.49)
H (-2.68, -0.86, -4.59)
O (0.70, -0.13, -1.42)
C (1.65, 0.73, -1.88)
C (-0.08, 2.57, -2.41)
C (1.21, 2.21, -2.00)
H (-0.82, 1.79, -2.61)
C (-0.41, 3.93, -2.60)
H (2.48, 0.71, -1.14)
C (2.14, 3.22, -1.72)
H (-1.40, 4.21, -2.99)
C (0.54, 4.92, -2.32)
C (1.82, 4.56, -1.90)
H (3.13, 2.90, -1.39)
H (0.29, 5.97, -2.46)
H (2.58, 5.32, -1.71)
Si (1.62, -5.20, 0.63)
Cl (2.48, -4.07, -0.95)
C (-0.06, -6.03, 0.50)
C (2.30, -4.37, 2.15)
C (2.52, -6.92, 0.70)
H (-0.86, -5.38, 0.13)
H (-0.38, -6.39, 1.49)
H (-0.02, -6.92, -0.15)
H (2.14, -7.60, -0.07)
H (2.30, -7.40, 1.67)
H (3.60, -6.88, 0.61)
H (2.05, -3.30, 2.21)
H (3.41, -4.45, 2.15)
H (1.93, -4.89, 3.05)
C (-1.41, 1.92, 2.55)
N (-1.06, 2.13, 1.15)
C (-0.01, 3.17, 1.06)
N (-0.45, 4.44, 1.66)
C (-0.80, 4.18, 3.08)
N (-1.88, 3.16, 3.21)
C (-3.07, 3.64, 2.46)
N (-2.76, 3.87, 1.03)
C (-2.26, 2.61, 0.45)
C (-1.67, 4.88, 0.94)
H (-0.51, 1.55, 3.07)
H (-2.22, 1.18, 2.59)
H (0.20, 3.34, 0.00)
H (0.89, 2.77, 1.55)
H (-1.16, 5.12, 3.53)
H (0.09, 3.82, 3.61)
H (-3.85, 2.87, 2.53)
H (-3.40, 4.58, 2.91)
H (-2.01, 2.76, -0.62)
H (-3.03, 1.83, 0.54)
H (-2.03, 5.81, 1.40)
H (-1.42, 5.04, -0.11)

Results
* net charge: -1

=====

Entry 2:
Entry from the OMol25 dataset: 2 unconnected molecules or ions with the total composition C2H6O3Si (ωB97M-V/def2-TZVPD).

CARTESIAN COORDINATES (ANGSTROEM)
O (3.76, 1.04, 0.21)
Si (2.40, 0.11, 0.13)
O (2.37, -1.22, -0.77)
O (2.55, -1.50, 0.66)
H (4.40, 1.12, 0.87)
H (1.40, 1.04, 0.51)
C (-2.26, -0.35, -0.81)
C (-1.69, -0.14, 0.38)
H (-1.68, -0.22, -1.79)
H (-3.26, -0.66, -0.77)
H (-0.71, 0.14, 0.49)
H (-2.34, 0.09, 1.25)

Results
* SMILES: O[SiH]1OO1.C=C

=====

For reference, E_tot by record: -93722.64029; -16188.88059 eV.
For reference, relative energy (zero: lowest compared OMol25 entry of this formula, charge and spin) by record: 0.000; 3.044 eV.